one | {
  "formula": "C5H14",
  "method": "wB97M-V/def2-TZVPD",
  "total_charge": 0,
  "gap_ev": 12.52,
  "symbols": ["C", "C", "H", "H", "H", "H", "H", "H", "C", "C", "C", "H", "H", "H", "H", "H", "H", "H", "H"],
  "coordinates": [[2.786, -0.559, 0.828], [2.346, 0.845, 1.285], [3.857, -0.695, 0.754], [2.435, -1.290, 1.569], [2.224, -0.831, -0.016], [1.720, 1.260, 0.512], [1.944, 1.142, 2.249], [3.213, 1.514, 1.186], [-1.876, -0.586, -1.049], [-1.967, 0.811, -1.651], [-1.514, -0.564, 0.442], [-2.829, -1.104, -1.122], [-1.105, -1.127, -1.594], [-2.687, 1.457, -1.159], [-1.998, 0.192, 1.045], [-1.756, -1.544, 0.861], [-2.206, 0.722, -2.717], [-1.006, 1.318, -1.681], [-0.439, -0.442, 0.603]]
}

***

two | {
  "formula": "C5H14",
  "method": "wB97M-V/def2-TZVPD",
  "total_charge": 0,
  "gap_ev": 11.86,
  "symbols": ["C", "C", "H", "H", "H", "H", "H", "H", "C", "C", "C", "H", "H", "H", "H", "H", "H", "H", "H"],
  "coordinates": [[-1.444, -1.775, -1.114], [-2.405, -0.537, -0.835], [-0.390, -1.422, -0.990], [-1.566, -2.722, -0.557], [-1.625, -2.064, -2.215], [-2.046, 0.385, -1.405], [-3.381, -0.717, -1.137], [-2.521, -0.246, 0.149], [1.071, 0.590, 1.160], [2.521, 0.758, 1.315], [0.652, 1.040, -0.214], [0.464, 1.195, 1.971], [0.580, -0.375, 1.179], [3.169, -0.060, 0.900], [2.918, 1.821, 1.130], [1.324, 1.780, -0.751], [-0.531, 1.423, -0.234], [2.693, 0.783, 2.446], [0.516, 0.145, -0.800]]
}

***

Calculated relative energies: one 0.0; two 25.7, given in kcal/mol